Below is C27H44O2 as an isolated structure at a distorted geometry, with properties calculated with ωB97M-V/def2-TZVPD.

Its total energy is -32784.067 eV. The calculation puts the gap between HOMO and LUMO at 8.5953 eV. Its multiplicity is 1. The energy above the lowest of the compared OMol25 structures with the same formula, charge and spin comes out at 24.130 eV. For the HOMO energy, the calculation gives -8.0 eV.

Atoms and positions in Å:
O 0.573 -1.243 2.074
O -1.514 -0.906 2.512
C 3.383 -4.054 -2.692
C -3.181 -0.662 -1.233
C -1.099 4.939 1.322
C 0.879 -0.232 -1.449
C 3.361 -0.581 -0.324
C -0.882 -1.086 -2.848
C -0.400 2.018 0.964
C 1.283 1.961 1.723
C 2.539 -3.840 -1.450
C -2.500 5.211 0.995
C -3.070 5.320 -0.271
C -1.157 -2.933 1.834
C -0.088 0.133 -2.451
C 2.168 -0.271 -1.628
C -1.781 -1.592 -1.370
C 0.048 4.453 0.356
C 2.659 -2.959 -0.493
C -1.141 1.416 1.667
C -3.426 5.569 1.927
C -1.847 -3.043 0.685
C -1.362 -2.527 -0.750
C -0.276 3.083 -0.090
C 3.799 -1.879 -0.585
C 3.040 0.129 -2.579
C 1.665 -4.990 -1.301
C -1.356 0.544 2.824
C -0.504 -1.600 2.226
H 1.190 2.810 2.642
H -1.053 3.000 -0.714
H -3.647 6.631 1.928
H 4.000 -3.294 -3.027
H 2.609 -4.238 -3.428
H 0.437 2.716 -0.748
H 2.112 2.388 1.010
H -3.652 4.542 -0.580
H 1.064 -4.999 -0.138
H -2.970 0.106 -1.611
H -3.782 -1.285 -1.453
H 0.945 -5.042 -2.077
H -3.333 6.325 -0.295
H 1.370 0.872 1.979
H 3.973 0.202 -2.800
H 2.640 -0.523 0.527
H -2.101 1.724 0.980
H 4.526 -1.994 0.070
H -0.864 0.730 -2.012
H 0.448 -0.368 -0.312
H -0.243 -1.999 -3.027
H -2.264 5.359 -1.296
H -2.751 -2.406 0.882
H -0.860 4.644 2.429
H -0.321 0.827 3.294
H 1.046 4.500 0.964
H -2.169 -3.924 0.446
H 2.707 -0.825 -3.553
H 2.245 -2.981 0.334
H 4.037 -4.912 -2.662
H -0.007 5.236 -0.478
H -1.565 -3.367 2.687
H -2.877 5.482 2.953
H -3.047 -0.359 -0.097
H -4.299 4.964 1.996
H 4.522 -1.943 -1.492
H 4.061 0.081 -0.239
H -0.072 -3.706 1.632
H -0.443 -3.022 -0.877
H -2.291 0.871 3.321
H 2.187 -6.009 -1.023
H -1.550 -1.093 -3.485
H 2.583 0.927 -3.263
H 0.293 0.226 -3.434

***

Below is C27H45As2N8O2PSTi as an isolated structure, with properties calculated with ωB97M-V/def2-TZVPD.

Its total energy is -209665.403 eV. The calculation puts the gap between HOMO and LUMO at 6.8274 eV. Its multiplicity is 1. The energy above the lowest of the compared OMol25 structures with the same formula, charge and spin comes out at 0.000 eV. For the HOMO energy, the calculation gives -6.6 eV.

Atoms and positions in Å:
As -1.013 -1.932 -1.323
As -0.396 0.959 -2.724
Ti -1.819 0.539 -0.308
S -2.495 -0.716 1.689
P 1.741 -1.160 2.033
O -0.121 1.353 0.149
O 0.849 -1.624 0.945
N 2.836 -0.036 1.517
N 1.089 -0.437 3.375
N -5.181 0.282 -3.132
N -2.896 1.694 0.630
N -3.771 0.464 3.772
N -3.564 0.099 -1.670
N -3.316 1.808 1.942
N 2.558 -2.491 2.630
C 0.721 2.551 -2.745
C -0.074 2.685 0.321
C -0.850 -3.662 -0.466
C 2.886 -2.460 -2.868
C 2.005 -3.827 2.535
C 1.666 -2.683 -2.248
C 3.204 -0.005 0.113
C 3.147 -1.234 -3.464
C 0.534 0.913 3.288
C 2.186 -0.236 -3.436
C 0.699 -1.683 -2.214
C -4.593 -0.744 -1.302
C 0.960 -0.448 -2.810
C 1.104 3.342 0.665
C -5.602 -0.643 -2.204
C -3.239 0.657 2.506
C -0.010 5.471 0.455
C 3.633 0.823 2.367
C -0.925 0.975 -4.617
C -2.426 2.606 -0.285
C -2.053 -2.506 -2.884
C 0.354 -1.273 4.313
C -3.953 0.703 -2.766
C 3.599 -2.355 3.626
C -1.241 3.427 0.070
C 1.131 4.730 0.729
C -1.194 4.812 0.133
H 1.734 -4.216 3.526
H -1.536 0.105 -4.854
H -5.700 0.611 -3.926
H 4.094 -1.391 3.539
H -0.788 -4.459 -1.206
H 0.032 -3.637 0.165
H -1.523 -3.296 -3.414
H -0.681 -1.424 3.990
H 0.652 1.412 4.254
H 0.349 -0.789 5.293
H 0.018 6.552 0.498
H 4.696 0.560 2.301
H 3.534 1.871 2.065
H -6.563 -1.121 -2.262
H 3.314 0.741 3.403
H -1.496 1.881 -4.824
H 1.049 1.491 2.528
H -3.023 -2.874 -2.550
H -1.730 -3.806 0.160
H 3.637 -3.240 -2.878
H 2.405 0.721 -3.895
H 0.830 -2.247 4.419
H -2.095 5.380 -0.071
H 2.731 -4.516 2.092
H -2.217 -1.664 -3.555
H 1.211 2.662 -3.711
H -3.394 1.450 -3.303
H -3.148 3.035 -0.986
H 4.248 -0.308 -0.025
H 3.214 -2.453 4.650
H 4.101 -1.053 -3.943
H 1.480 -3.636 -1.769
H 3.081 1.006 -0.289
H 2.559 -0.673 -0.453
H -0.526 0.894 3.023
H 0.099 3.421 -2.542
H 2.056 5.234 0.984
H 1.111 -3.815 1.919
H -3.279 -0.216 4.329
H 2.000 2.758 0.838
H -3.952 1.330 4.258
H 4.355 -3.131 3.476
H -0.036 0.968 -5.247
H -4.530 -1.327 -0.399
H 1.461 2.473 -1.951

***

Below is C27H45AsCl3N4OsSi4 as an isolated structure at a distorted geometry, with properties calculated with ωB97M-V/def2-TZVPD.

Its total energy is -167054.962 eV. The calculation puts the gap between HOMO and LUMO (alpha / beta) at 7.7256 / 6.6783 eV. Its multiplicity is 5. As for the charge: +3. Its expectation value of S² is 6.030. For the HOMO energy (alpha / beta), the calculation gives -16.1 / -17.4 eV.

Atoms and positions in Å:
Os -0.465 1.127 0.098
As -0.423 -1.231 -0.066
Cl -3.665 1.577 1.328
Cl -3.156 2.983 -1.659
Cl -3.868 -0.156 -1.420
Si 0.692 -2.564 1.897
Si 0.395 -2.380 -2.144
Si -2.941 -3.007 0.202
Si -2.783 1.324 -0.532
N -0.375 3.363 0.422
N 0.380 1.365 2.272
N 0.380 1.364 -2.286
N 1.893 1.757 -0.017
C 2.512 1.223 1.205
C -0.398 1.683 -3.329
C -0.279 -1.850 3.296
C 2.503 -2.221 1.803
C 1.401 2.343 4.645
C -3.612 -1.835 1.445
C 0.036 2.152 4.497
C 2.190 -2.083 -2.454
C -0.650 -1.759 -3.538
C 0.111 2.152 -4.528
C 2.498 1.127 -1.199
C 0.162 -4.151 -1.646
C -1.477 5.492 0.556
C -0.327 6.129 0.110
C -3.242 -3.074 -1.601
C 0.759 4.000 0.066
C 2.294 1.968 -3.572
C 0.809 5.370 -0.104
C 2.244 2.053 3.579
C -2.967 -4.706 0.871
C -0.437 1.664 3.293
C 2.035 3.227 -0.094
C 1.707 1.501 -2.415
C -1.458 4.128 0.705
C 1.482 2.301 -4.651
C 1.697 1.573 2.407
C 0.472 -4.377 1.743
H -0.506 -4.277 -0.795
H -4.332 -3.126 -1.745
H 2.856 -2.078 0.779
H -3.652 -2.344 2.410
H -2.650 -4.796 1.909
H -4.637 -1.559 1.159
H 1.132 -4.584 -1.384
H -1.497 1.503 3.133
H 1.916 2.685 -5.567
H -2.803 -3.990 -1.999
H -2.381 6.044 0.776
H 2.726 3.567 0.679
H -2.879 -2.213 -2.156
H 2.820 -2.178 -1.566
H 3.008 -3.111 2.196
H -0.537 -4.705 1.531
H -2.330 3.615 1.077
H 1.145 -4.809 1.000
H 1.742 5.838 -0.397
H -1.358 -2.523 -3.874
H 0.368 -1.699 4.169
H -0.236 -4.734 -2.485
H -0.657 2.381 5.297
H -0.562 2.400 -5.339
H -0.743 -0.900 3.046
H 0.755 -4.785 2.724
H 2.816 -1.374 2.416
H 2.383 -1.125 -2.937
H -1.210 -0.860 -3.283
H 3.541 1.571 1.317
H -4.040 -4.965 0.843
H -3.043 -0.914 1.543
H 3.546 1.411 -1.318
H 3.314 2.202 3.661
H -2.444 -5.441 0.258
H 2.450 0.052 -1.050
H 3.371 2.069 -3.637
H 1.805 2.729 5.574
H 0.001 -1.526 -4.388
H -0.310 7.201 -0.048
H 2.503 -2.869 -3.154
H -1.466 1.563 -3.199
H 2.482 3.506 -1.047
H 2.530 0.146 1.098
H -1.064 -2.554 3.590

***

Below is C27H45AsCl3NP2SiV as an isolated structure, with properties calculated with ωB97M-V/def2-TZVPD.

Its total energy is -180774.514 eV. The calculation puts the gap between HOMO and LUMO (alpha / beta) at 7.2866 / 7.5985 eV. Its multiplicity is 4. The energy above the lowest of the compared OMol25 structures with the same formula, charge and spin comes out at 0.000 eV. Its expectation value of S² is 3.772. For the HOMO energy (alpha / beta), the calculation gives -6.9 / -7.2 eV.

Atoms and positions in Å:
As -1.077 -2.666 0.473
V -0.468 -0.125 0.126
Cl 2.461 -1.185 2.346
Cl 3.088 -2.309 -0.626
Cl 3.235 0.859 -0.221
P -0.852 0.774 2.446
P -0.760 -0.088 -2.367
Si 1.944 -0.753 0.271
N -0.744 1.842 -0.246
C -0.081 1.595 -2.547
C -1.232 -3.617 2.163
C -2.176 -0.045 4.921
C -2.539 0.039 -2.866
C 1.086 3.362 -3.709
C -0.160 2.565 4.565
C 0.551 2.084 -3.685
C -1.593 2.609 0.554
C -3.245 -0.592 2.715
C -2.778 2.863 2.657
C -1.927 -0.348 3.446
C -0.742 -2.366 -3.972
C 0.072 -3.955 -0.428
C -2.802 -3.141 -0.307
C 1.399 2.314 2.652
C -2.275 3.741 0.082
C -3.191 4.400 0.882
C -0.019 -1.036 -3.753
C -3.460 3.969 2.176
C -1.855 2.177 1.873
C 1.475 -1.258 -3.541
C -0.172 2.402 -1.401
C -3.382 0.737 -1.805
C -2.751 0.679 -4.235
C 0.993 4.156 -2.572
C 0.393 1.581 3.536
C 0.372 3.686 -1.428
H 1.999 -0.365 -3.198
H -2.341 0.077 -5.047
H -0.614 3.423 4.068
H -1.351 -1.279 3.401
H -3.760 -1.452 3.149
H -2.909 -2.674 -1.285
H 1.939 -1.578 -4.476
H 2.189 2.737 3.275
H 0.911 3.139 2.125
H -2.716 -0.882 5.372
H -3.604 -2.778 0.338
H -0.475 -4.891 -0.547
H -3.819 0.803 -4.429
H 1.427 5.148 -2.573
H -1.253 0.087 5.483
H -0.325 -3.468 2.748
H -3.266 0.291 -0.812
H -2.961 2.527 3.670
H 0.674 2.943 5.161
H 0.640 1.465 -4.568
H 1.581 3.729 -4.597
H -0.891 2.143 5.251
H -0.170 -0.425 -4.649
H 0.330 4.301 -0.540
H 0.406 -3.581 -1.392
H -2.291 1.667 -4.283
H 0.907 0.751 4.034
H -4.179 4.488 2.793
H -3.122 1.790 -1.712
H 1.864 1.673 1.914
H 1.651 -2.038 -2.800
H -2.865 -1.007 -2.910
H -2.097 4.093 -0.924
H -2.884 -4.224 -0.412
H -1.358 -4.678 1.947
H -0.817 -2.947 -3.050
H -3.708 5.263 0.481
H -1.750 -2.235 -4.366
H -3.906 0.271 2.793
H -0.186 -2.971 -4.690
H -2.789 0.847 5.058
H -3.110 -0.790 1.646
H -4.437 0.674 -2.079
H 0.957 -4.114 0.186
H -2.092 -3.258 2.727

***

Below is a 2-piece molecular cluster, C27H45BF8N2O10P2S overall at a distorted geometry, with properties calculated with ωB97M-V/def2-TZVPD.

Its total energy is -104004.730 eV. The calculation puts the gap between HOMO and LUMO at 8.5032 eV. Its multiplicity is 1. The SMILES is Cc1ccc(C(C)C)c(OC[C@@H]2CS(=O)(=O)O[C@](CN)(PP(=O)(O)O)[C@@]2(CCCCO)B(O)N(C)C)c1.FC(F)C(F)(F)COC(F)(F)C(F)F. For the HOMO energy, the calculation gives -8.4 eV.

Atoms and positions in Å:
S 1.305 -0.702 3.835
P 3.524 -0.561 1.520
P 5.169 -1.095 2.899
F -8.367 4.518 0.262
F -5.179 2.720 0.750
F -4.699 -0.471 -0.707
F -7.490 2.202 1.513
F -9.519 2.009 0.813
F -6.882 3.544 -0.988
F -5.607 1.248 -1.673
F -3.403 1.884 -0.160
O 5.460 0.264 3.916
O 4.825 -2.261 3.835
O -7.936 0.964 -0.318
O -0.228 -3.747 2.006
O 1.916 -2.053 3.082
O 1.182 -4.518 -4.781
O 0.488 -1.215 5.017
O 2.361 0.198 4.467
O 6.613 -1.329 2.021
O 1.670 1.968 0.862
N 3.865 -3.120 0.117
N -1.706 -2.625 0.334
C 1.954 -4.372 -3.552
C 2.513 4.286 -2.355
C 3.886 2.264 -0.537
C 2.847 -3.276 1.192
C 2.127 -1.898 1.651
C -0.913 3.249 -1.735
C 2.383 2.601 -0.226
C -8.239 2.146 0.395
C 3.975 3.920 -2.695
C -5.416 0.667 -0.464
C -6.782 0.220 0.098
C -4.573 1.557 0.450
C 1.035 -1.570 -0.807
C 0.198 4.199 -0.990
C 1.700 -2.897 -2.920
C 4.670 2.904 -1.740
C -0.217 4.611 0.509
C -2.766 -2.272 1.376
C 6.207 2.530 -2.066
C 0.810 -1.507 0.800
C 0.531 1.208 0.386
C -2.084 -4.055 -0.034
C -8.122 3.405 -0.471
C 0.157 0.270 2.772
C 0.133 -0.100 1.205
C 1.693 3.672 -1.159
C 0.886 -2.994 -1.499
B -0.375 -2.633 1.081
H -0.288 2.409 -2.226
H 3.478 -2.755 -0.763
H 2.702 -2.363 -2.748
H -4.328 1.043 1.384
H -2.348 -4.694 0.875
H -6.959 -0.781 -0.304
H -3.246 -1.247 1.143
H 6.450 2.905 -3.116
H -8.831 3.373 -1.301
H 6.410 1.408 -1.981
H -1.446 3.809 -2.572
H 0.111 -4.550 1.559
H 0.633 1.104 -0.743
H 4.028 -0.514 0.158
H -0.902 0.116 3.213
H 1.330 -3.891 -0.966
H 1.980 5.041 -3.043
H 4.477 4.429 -3.584
H 6.858 3.123 -1.328
H 0.384 1.385 2.985
H 0.440 -3.877 -4.800
H 0.130 3.896 1.322
H -1.608 2.732 -0.985
H 0.142 5.188 -1.592
H -0.995 -0.236 0.962
H 3.449 -3.613 2.125
H 5.505 -0.061 4.853
H 6.772 -2.306 2.090
H -0.213 -3.138 -1.827
H -1.245 -4.589 -0.597
H 2.032 -1.048 -1.035
H 0.124 5.698 0.666
H -3.052 -3.959 -0.660
H -0.378 1.920 0.530
H 4.281 -4.035 -0.136
H -2.277 -2.138 2.419
H -6.760 0.080 1.182
H 1.616 -5.157 -2.785
H 2.124 -4.142 0.994
H 3.067 -4.534 -3.811
H -1.372 4.637 0.530
H 0.207 -0.914 -1.282
H 1.058 -2.227 -3.587
H 4.505 1.536 0.088
H -3.621 -3.024 1.406